[1]
DFT (ωB97M-V/def2-TZVPD) results for C36H28IN9O3S2Ti as an isolated structure in a non-equilibrium geometry.

The HOMO energy (alpha / beta) comes out at -4.679 / -4.679 eV. The value obtained for the frontier orbital gap (alpha / beta) is 6.4 / 6.4 eV. The energy above the lowest of the compared OMol25 structures with the same formula, charge and spin is 13.6 kcal/mol. As for the charge: -1. Its spin multiplicity is 2. The calculation puts the largest force on an atom at 2.501 eV/A. The value obtained for the electronic energy is -4050.98539 Ha. The calculation puts the LUMO energy (alpha / beta) at 1.728 / 1.713 eV.

CARTESIAN COORDINATES (ANGSTROEM)
I 5.1161 2.7448 -0.9987
Ti 1.1936 -0.4716 0.5461
S 0.7559 1.6634 -3.6701
S 2.5598 -0.7366 -3.0080
O 2.3671 -1.9547 0.8748
O 2.5314 -4.1781 0.9222
O 2.1776 0.5203 -0.6387
N -0.2201 -1.4682 2.0147
N -1.3636 -0.1014 -6.2796
N 4.2532 -0.4732 -0.9702
N 2.3523 0.4051 2.2407
N -1.5426 -1.4786 1.7418
N 1.4282 -3.2579 -5.1405
N 0.3183 -1.9787 -0.6991
N 2.4091 1.7638 2.2178
N -0.2028 1.0021 1.1100
C -2.2253 -0.6053 -2.9130
C 1.9873 -3.1608 0.5686
C -2.9104 -1.7766 -3.3299
C 3.6020 0.0023 2.4600
C 0.2885 4.5047 3.5152
C 0.7684 -3.1612 -0.3461
C -1.3854 -3.1096 -2.0196
C 3.6711 2.1893 2.3950
C 0.4810 5.7230 4.3864
C -3.4499 -0.6980 0.4609
C 0.6744 -0.7941 -4.8409
C -0.4423 -0.3782 -5.6399
C -4.1303 0.2391 -0.2904
C -1.5000 0.7391 0.6461
C 3.7308 1.5918 -2.1829
C -1.1894 -3.2027 3.0648
C 1.2597 0.0763 -3.9023
C -1.1651 -0.6870 -2.0710
C 1.3549 3.6931 3.1685
C -2.1971 1.6732 -0.1296
C -2.1481 -2.5155 2.3614
C 1.0941 -2.1596 -5.0023
C -1.1136 2.9591 2.2965
C 4.4723 1.0879 2.5653
C -2.1632 -0.4571 0.9316
C -2.4939 -2.9989 -2.9031
C -5.5085 -0.0554 -0.8260
C 0.2113 -4.3721 -0.7782
C -0.9583 4.0969 3.0681
C -0.0019 -2.5050 2.8100
C -0.8786 -4.3452 -1.5921
C -0.7378 -1.9383 -1.5778
C -3.4788 1.4409 -0.5784
C 3.1977 0.3110 -1.5340
C -0.0373 2.1498 1.8702
C 1.2194 2.5619 2.3720
H 0.9969 -2.7021 3.1660
H -2.9740 -3.9063 -3.2531
H -1.6801 2.5872 -0.3948
H -2.5219 0.3625 -3.2972
H -6.0805 -0.6782 -0.1354
H -0.6080 0.1984 -1.8020
H -3.9296 -1.6504 0.6606
H 4.2781 1.3596 -3.0875
H 2.3357 3.9327 3.5615
H -5.4464 -0.5895 -1.7796
H -1.3439 -5.2610 -1.9438
H 3.8203 -1.0493 2.5018
H -3.2090 -2.6806 2.2853
H 0.6779 -5.2864 -0.4381
H -2.1169 2.6761 2.0168
H 5.5413 1.0721 2.6969
H -0.4356 6.3138 4.4366
H -3.7408 -1.6947 -4.0201
H -1.3275 -4.0815 3.6730
H 0.7532 5.4446 5.4090
H 3.8850 -1.2409 -0.4219
H 1.2753 6.3683 4.0023
H -3.9780 2.1888 -1.1865
H 2.9046 2.2579 -2.3991
H -6.0658 0.8660 -0.9997
H -1.8409 4.6703 3.3386
H 3.9231 3.2343 2.3469
H 4.8768 -0.8313 -1.6826


[2]
DFT (ωB97M-V/def2-TZVPD) results for C36H28N2O6PtTe as an isolated structure.

The HOMO energy (alpha / beta) comes out at -7.212 / -7.584 eV. The value obtained for the frontier orbital gap (alpha / beta) is 6.6 / 6.8 eV. The energy above the lowest of the compared OMol25 structures with the same formula, charge and spin is 0.0 kcal/mol. Its spin multiplicity is 3. The calculation puts the largest force on an atom at 0.726 eV/A. The value obtained for the electronic energy is -2336.92156 Ha. The calculation puts the LUMO energy (alpha / beta) at -0.659 / -0.799 eV.

CARTESIAN COORDINATES (ANGSTROEM)
Pt 0.4520 -0.7301 2.2356
Te -2.5413 1.1823 2.4143
O -0.5760 -0.4132 6.8672
O 0.1032 -4.0962 0.0945
O 4.5232 -0.1088 2.0722
O 2.5284 -0.9742 1.5122
O -0.5351 -1.3269 0.5510
O -1.1073 -0.7699 4.7260
N 0.4911 1.1872 1.2078
N 1.5736 -0.3795 4.0131
C -1.4200 -3.9098 -3.1374
C 2.4083 -0.7186 -4.2543
C -0.4013 3.0527 -1.4383
C -0.2837 -0.5033 5.5587
C -3.7743 2.6404 0.0263
C -2.0215 -6.0936 -3.9402
C 1.8722 3.3569 -0.6989
C 3.7946 0.1307 4.7195
C -0.7314 -4.4848 -2.0735
C 2.8724 -0.2089 3.7391
C -0.3581 4.2891 -2.0670
C -4.1622 2.8368 -1.2912
C -0.0594 -3.6515 -1.0185
C -2.9792 0.4367 -0.5284
C 0.6322 1.2586 -0.0653
C 0.7978 5.0556 -2.0204
C -1.1009 2.7766 2.2842
C 0.1970 -1.2022 -0.5246
C 0.7313 0.0658 -0.9198
C 1.6219 -0.8806 -2.9777
C 2.0309 0.0670 6.3117
C -3.3828 0.6324 -1.8458
C 3.3708 0.2752 6.0228
C 0.4095 -2.2814 -1.4044
C 0.7114 2.5911 -0.7437
C -2.0717 -4.7127 -4.0634
C -3.9685 1.8298 -2.2305
C -0.6986 -5.8710 -1.9472
C 1.9146 4.5857 -1.3406
C -1.3321 -6.6728 -2.8815
C 1.0996 -2.1033 -2.5972
C 1.1630 -0.2562 5.2846
C 1.4125 0.1917 -2.1291
C 3.3728 -0.4440 2.3047
C 0.3529 2.3661 2.0602
C -3.1706 1.4449 0.4099
H -1.2947 2.4418 -1.4897
H 3.4739 -0.5989 -4.0467
H 1.6520 0.1481 7.3181
H 1.2433 -2.9635 -3.2433
H 1.8047 1.1611 -2.4145
H -1.2944 -7.7503 -2.7863
H 0.8223 2.1178 3.0126
H 0.8926 3.2167 1.6417
H -2.6163 -4.2604 -4.8821
H -2.4972 -0.4860 -0.2309
H -3.9434 3.4211 0.7584
H -3.2256 -0.1551 -2.5726
H 4.0666 0.5351 6.8095
H 2.2925 -1.5898 -4.8986
H -4.2773 1.9790 -3.2573
H -0.1715 -6.2975 -1.1036
H 2.8213 5.1759 -1.3127
H 0.8326 6.0156 -2.5188
H -1.5219 -0.6016 6.9600
H -1.4531 -2.8318 -3.2353
H -4.6270 3.7706 -1.5814
H 2.7423 2.9804 -0.1728
H -1.2294 4.6477 -2.6002
H 4.8209 0.2629 4.4099
H 2.0830 0.1600 -4.8137
H -1.4581 3.3847 1.4532
H -1.1788 3.3774 3.1888
H -2.5203 -6.7205 -4.6684


[3]
DFT (ωB97M-V/def2-TZVPD) results for C36H29AsN7NaO2S4 as an isolated structure.

The HOMO energy comes out at -0.893 eV. The value obtained for the frontier orbital gap is 4.4 eV. The energy above the lowest of the compared OMol25 structures with the same formula, charge and spin is 11.9 kcal/mol. As for the charge: -2. The calculation puts the largest force on an atom at 0.659 eV/A. The value obtained for the electronic energy is -5913.95891 Ha. The calculation puts the LUMO energy at 3.531 eV.

CARTESIAN COORDINATES (ANGSTROEM)
As 1.6071 -1.9483 0.1741
S 1.1150 3.6537 0.5310
S -0.6683 -1.8397 2.3445
S -2.5944 3.6468 -0.1774
S -0.9222 2.5365 3.0602
Na -0.3298 0.8048 0.8608
O 0.7429 0.9083 -1.0056
O 2.4836 0.4880 -2.2883
N -2.3922 5.8455 3.6227
N 0.9934 2.1529 -2.8851
N -0.0088 7.1482 0.8800
N -4.7994 1.8481 -1.0264
N -2.4774 1.9975 -0.5624
N -2.4025 -0.7625 -0.5912
N -0.0592 3.0428 -2.5691
C 5.2210 -2.5077 -2.0410
C 0.0521 4.6341 1.4969
C -3.3302 -0.1005 -1.2764
C 4.5054 -1.1395 3.1476
C -1.6575 5.1124 3.1136
C 4.4826 0.2474 3.2558
C -0.7677 4.1664 2.4952
C -4.2566 3.7418 0.3851
C 2.7570 0.3356 1.5818
C -6.5200 2.9282 0.3216
C 0.1235 -3.3688 2.1076
C -5.9471 4.7751 1.7490
C -4.6218 4.6774 1.3440
C -2.9910 -2.7401 -1.7974
C 1.3629 1.1924 -1.9995
C 2.6660 -3.5566 -2.0034
C 4.3202 -2.1162 -1.0561
C 0.3563 -5.7336 2.6781
C 1.4229 -5.8803 1.7924
C 1.1944 -3.5448 1.1975
C -0.2755 -4.5144 2.8303
C 3.5625 -3.9579 -2.9842
C 4.8486 -3.4315 -3.0080
C 3.1746 0.7078 -3.5057
C 3.0293 -2.6385 -1.0165
C 1.8294 -4.7748 1.0565
C -5.2038 2.8521 -0.1050
C -4.1139 -0.6901 -2.2622
C -3.9288 -2.0393 -2.5299
C 3.6031 0.9829 2.4776
C 2.7773 -1.0469 1.4643
C 0.0036 6.0285 1.1681
C -3.4991 1.3401 -0.9164
C -2.2482 -2.0583 -0.8380
C 3.6540 -1.7815 2.2606
C -6.8968 3.9071 1.2342
H 1.6614 -3.9672 -2.0070
H 5.1383 0.7490 3.9583
H 3.6669 1.6857 -3.5164
H -1.5255 -2.5641 -0.2073
H -4.8313 -0.1044 -2.8244
H 2.6585 -4.8690 0.3638
H 0.0175 -6.5829 3.2635
H 3.9327 -0.0704 -3.5582
H 1.6725 2.5304 -3.5178
H -0.8779 2.4672 -2.4045
H -2.8259 -3.7979 -1.9543
H -4.5141 -2.5289 -3.2989
H -5.4888 1.1191 -1.1171
H 5.5516 -3.7359 -3.7749
H 3.6619 -2.8632 2.1944
H -3.8619 5.3132 1.7862
H 0.1558 3.4625 -1.6519
H 6.2214 -2.0883 -2.0471
H -1.0972 -4.4071 3.5287
H -7.2492 2.2198 -0.0587
H 2.0809 0.9655 1.0154
H -7.9279 3.9676 1.5597
H 5.1788 -1.7238 3.7653
H -6.2239 5.5172 2.4868
H 3.5341 2.0609 2.5605
H 4.6269 -1.3930 -0.3099
H 1.9269 -6.8336 1.6797
H 3.2552 -4.6781 -3.7344
H 2.5055 0.6186 -4.3654


[4]
DFT (ωB97M-V/def2-TZVPD) results for C36H29F3N6O2PtSSb as an isolated structure in a non-equilibrium geometry.

The HOMO energy comes out at -9.917 eV. The value obtained for the frontier orbital gap is 6.9 eV. The energy above the lowest of the compared OMol25 structures with the same formula, charge and spin is 23.0 kcal/mol. As for the charge: +1. The calculation puts the largest force on an atom at 2.120 eV/A. The value obtained for the electronic energy is -2925.43044 Ha. The calculation puts the LUMO energy at -3.056 eV.

CARTESIAN COORDINATES (ANGSTROEM)
Pt -0.7442 -0.4241 -2.2863
Sb -0.8393 -0.0670 0.5050
S 2.5153 -0.7609 -2.7038
F -6.1677 2.4978 2.4973
F 2.8666 4.9211 1.0382
F 1.4517 -2.5895 5.7431
O 1.9293 -1.9681 -3.2105
O 3.3896 0.0134 -3.5318
N 1.2703 0.1673 -2.1549
N -1.0635 -2.4963 -2.5763
N -2.3769 -4.2183 -2.3302
N -4.6577 -1.9772 -2.6579
N -0.3302 1.6132 -2.5099
N -2.9624 -0.6039 -2.4913
C 4.8986 -0.5474 0.5074
C -0.1273 -0.9608 2.3262
C 0.9922 1.4580 -2.5172
C 0.6886 4.0669 0.8844
C 2.0505 3.8572 0.9399
C 4.8411 -1.6064 2.7932
C 4.3041 -1.4406 1.3979
C 1.7560 1.4990 0.8269
C 0.2382 -0.1385 3.3950
C 0.3716 1.6745 0.7589
C -5.0272 1.9237 2.0835
C -0.1534 2.9631 0.7842
C 2.7062 -2.0385 -0.3160
C 1.2871 3.7614 -2.9828
C -4.3400 1.0993 2.9518
C -4.1041 0.1367 -2.6674
C -0.1045 3.9190 -2.9436
C 3.3071 -1.1278 -1.1777
C 0.9170 -2.0566 4.6328
C 4.4065 -0.3842 -0.7780
C -0.2792 -3.6260 -2.5759
C 0.5450 -2.8986 3.6055
C -0.8825 2.8137 -2.7202
C -4.5876 2.1731 0.7984
C 2.6058 2.5916 0.9180
C -5.1671 -0.7036 -2.7676
C 0.0240 -2.3387 2.4447
C -3.4074 1.5738 0.3791
C 0.7668 -0.6844 4.5572
C -3.1584 0.5091 2.5196
C -2.6780 0.7488 1.2345
C -3.3259 -1.8700 -2.4965
C -2.3095 -2.8796 -2.4335
C 1.8530 2.5237 -2.7823
C -1.0907 -4.7073 -2.4232
C 3.2139 -2.1947 0.9609
H 5.2819 -0.6783 3.1573
H 0.2991 5.0767 0.9224
H 1.0685 -0.0635 5.3913
H -2.6108 -0.1368 3.1959
H -1.9635 2.8653 -2.6983
H 4.8630 0.3089 -1.4738
H -0.8751 -5.7616 -2.3931
H -5.1979 -2.8234 -2.7108
H -4.7291 0.9288 3.9474
H 5.6236 -2.3694 2.8056
H -1.2256 3.1187 0.7469
H -3.1989 -4.7747 -2.1714
H 4.0594 -1.9192 3.4859
H 2.7541 -2.9036 1.6402
H 3.6811 2.4704 0.9700
H -4.0914 1.2115 -2.7232
H 2.9172 2.3466 -2.8397
H 0.6751 -3.9678 3.7168
H -5.1647 2.8248 0.1540
H -0.2581 -2.9900 1.6234
H 1.8522 -2.6117 -0.6580
H 0.7839 -3.5631 -2.7196
H -3.0421 1.7511 -0.6281
H 2.1803 0.4984 0.8146
H 5.7558 0.0324 0.8309
H -0.5655 4.8831 -3.1014
H -6.2176 -0.5074 -2.8953
H 1.9184 4.6221 -3.1624
H 0.1153 0.9350 3.3234


[5]
DFT (ωB97M-V/def2-TZVPD) results for a 6-piece molecular cluster, C36H29N2O15PS overall in a non-equilibrium geometry.

The HOMO energy comes out at -9.518 eV. The value obtained for the frontier orbital gap is 7.8 eV. The calculation puts the largest force on an atom at 8.848 eV/A. The value obtained for the electronic energy is -3366.42472 Ha. The calculation puts the LUMO energy at -1.765 eV.

CARTESIAN COORDINATES (ANGSTROEM)
S -0.4983 0.2930 1.8142
P -1.9944 1.1441 -3.9138
O 0.4187 -7.6334 -5.1820
O -2.8159 4.0577 -5.9121
O 3.0988 5.0719 9.1373
O 2.8320 -3.4560 -2.9471
O -0.7646 1.9171 -2.9114
O 1.1931 3.9813 -9.4038
O -0.7866 0.4573 5.9369
O 0.0232 -0.9476 -2.2679
O -3.0355 -0.8876 1.3654
O -1.5677 -0.4963 -4.3135
O -4.8718 -2.9388 6.1543
O -1.7880 -2.4132 -2.8503
O -0.9863 1.6758 9.3548
O 6.5008 -2.7798 -2.3616
O 3.2677 1.1037 -0.7076
N -4.5120 0.9967 1.2143
N -3.2764 1.6353 1.4679
C 0.6252 2.7684 8.0276
C -1.1190 -1.2629 -3.1408
C -1.8936 4.0394 -6.7156
C -2.2342 -0.9915 4.7716
C -4.4475 -0.5393 1.1322
C 0.2708 3.9997 -8.6003
C -3.4242 -1.4900 7.3195
C 0.4613 3.1246 10.5200
C -2.3516 0.4340 1.5524
C 0.9745 -6.6723 -4.6684
C -2.3981 -0.6353 7.2640
C -0.9788 4.7329 -8.8836
C 0.3639 3.2885 -7.3098
C 1.6513 3.6230 7.9721
C 0.9311 -4.2969 -4.0571
C 2.1585 4.2910 9.1869
C 4.6014 -1.4531 -2.7910
C 2.9251 -5.7424 -3.5092
C -1.7270 -0.3236 5.9865
C 2.3196 -6.7926 -4.0721
C 5.7567 -1.8867 -1.9804
C 4.0118 0.2106 -1.0888
C 5.9794 -1.2001 -0.6927
C 5.1671 -0.2230 -0.2782
C -3.2602 -1.8462 4.8272
C -0.6441 3.3062 -6.4323
C -0.3564 -1.0299 -0.8382
C -1.9867 4.7506 -8.0061
C -3.9314 -2.1579 6.1047
C 3.7891 -0.4760 -2.3765
C -3.5791 1.2078 -2.7868
C 0.3256 -5.3471 -4.6200
C -0.0460 2.4567 9.3052
C 0.3441 0.1173 0.1080
C 1.4873 3.9793 10.4645
C 2.2762 -4.4171 -3.4608
H 2.1537 3.8627 7.0426
H 2.9379 -0.1461 -2.9599
H 4.4518 -1.9675 -3.7324
H -2.9103 5.2828 -8.1985
H -3.3422 1.6035 -1.6996
H 1.8712 4.4783 11.3459
H -0.1054 -2.0892 -0.3609
H 1.4920 -0.0993 0.3474
H 5.3167 0.2914 0.6633
H 1.2874 2.7563 -7.1173
H 6.8306 -1.5301 -0.1093
H -0.5914 2.7890 -5.4818
H -2.0143 -0.1363 8.1454
H -4.2595 2.0529 -3.2836
H 3.9112 -5.8136 -3.0667
H 2.7827 -7.7710 -4.1162
H -4.1995 0.2156 -2.8132
H -0.6605 -5.2758 -5.0625
H -0.0412 2.8850 11.4495
H 0.2175 1.1953 -0.3889
H 0.2413 2.2694 7.1462
H -1.1373 1.8392 -1.9711
H -3.9266 -1.7296 8.2490
H -1.5284 -0.8174 -0.8014
H -1.0314 5.2501 -9.8341
H -5.3173 -1.3070 0.9255
H -3.6441 -2.3452 3.9458
H -1.7318 -0.7519 3.8421
H 0.4680 -3.3184 -4.0130


[6]
DFT (ωB97M-V/def2-TZVPD) results for C36H30CaN5O2P2Te as an isolated structure.

The HOMO energy (alpha / beta) comes out at -10.140 / -10.077 eV. The value obtained for the frontier orbital gap (alpha / beta) is 6.3 / 7.8 eV. The energy above the lowest of the compared OMol25 structures with the same formula, charge and spin is 42.1 kcal/mol. As for the charge: +1. The calculation puts the largest force on an atom at 0.551 eV/A. The value obtained for the electronic energy is -3442.21624 Ha. The calculation puts the LUMO energy (alpha / beta) at -3.870 / -2.269 eV.

CARTESIAN COORDINATES (ANGSTROEM)
Te -4.9320 -0.9217 -1.6718
Ca 0.1919 0.0649 0.0697
P -2.7212 0.0476 0.7454
P -1.8421 0.4486 -2.1572
O 0.7851 -2.0718 0.4144
O 0.9885 -1.4102 1.5424
N 3.4572 2.5158 1.6263
N 4.4385 0.8013 -0.6561
N 1.3967 1.9618 1.0979
N 2.3472 0.3210 -1.1314
N -7.7067 2.9956 -0.6462
C -2.4785 -1.7107 1.1498
C -2.4983 0.6217 -3.8293
C -3.1717 0.0537 -1.0378
C 2.6395 3.1349 2.5391
C -0.0730 2.6016 -2.0806
C -1.8350 -4.3020 1.9374
C -1.9808 -3.3021 2.8912
C -6.6232 1.3352 2.7988
C 2.6674 1.8115 0.7807
C -8.0672 1.7740 -0.2749
C -3.2480 -0.4751 -5.8397
C -5.1841 -0.4292 2.0234
C -5.7585 2.0382 -1.6572
C -6.5701 3.1119 -1.3275
C -2.1640 2.9916 -0.9510
C -2.0007 -4.0065 0.5955
C 1.3718 2.7745 2.1983
C -5.7012 2.2816 2.3741
C 3.1647 -0.3402 -2.0063
C -1.7446 4.2717 -0.6254
C -7.3176 0.6325 -0.5363
C -6.3591 -0.0167 2.6338
C -0.4909 4.7185 -1.0246
C 3.1403 0.9916 -0.3200
C -6.1307 0.7657 -1.2388
C -2.6904 -0.5426 -4.5729
C -3.3878 1.9188 -5.6481
C -2.2918 -2.0119 2.5010
C 4.4666 -0.0506 -1.7330
C -2.3187 -2.7138 0.2012
C -3.6006 0.7561 -6.3745
C 0.3396 3.8882 -1.7620
C -1.3231 2.1408 -1.6693
C -2.8372 1.8557 -4.3779
C -4.5148 1.8720 1.7879
C -4.2550 0.5155 1.5935
H -3.4031 -1.3813 -6.4097
H -2.4005 -1.5037 -4.1639
H -3.1542 2.6592 -0.6695
H 0.4453 3.0552 2.6691
H -4.8607 2.1965 -2.2404
H -2.6711 2.7687 -3.8184
H -4.9860 -1.4854 1.8898
H -1.8396 -3.5258 3.9403
H -5.9023 3.3364 2.5090
H 0.5754 1.9586 -2.6661
H -3.6512 2.8790 -6.0720
H -8.9991 1.6928 0.2749
H -1.8733 -4.7784 -0.1519
H -2.4033 4.9303 -0.0729
H -6.2963 4.1154 -1.6381
H -2.4180 -2.4946 -0.8555
H -7.6589 -0.3271 -0.1703
H -7.5467 1.6532 3.2654
H 1.3075 4.2400 -2.0958
H -0.1689 5.7198 -0.7697
H -2.3915 -1.2357 3.2521
H -3.7793 2.6112 1.4935
H 5.2505 1.1924 -0.2113
H -4.0362 0.8102 -7.3636
H 5.3888 -0.3662 -2.1864
H 2.7667 -0.9812 -2.7737
H -1.5804 -5.3074 2.2452
H -7.0723 -0.7558 2.9756
H 3.0297 3.7530 3.3274
H 4.4603 2.5798 1.6153


Question: The highest electronic energy belongs to which entry?
Answer: C36H28N2O6PtTe


Question: What is the largest force on an atom in the sixth record?
Answer: 0.551 eV/A


Question: Among the records above, which one has the lowest electronic energy?
Answer: C36H29AsN7NaO2S4